(1)
Here is an isolated molecule of C27H28N2O3 from OMol25. Energies are from ωB97M-V with the def2-TZVPD basis set.

Summary:
Net charge: 0
Gap between HOMO and LUMO, eV: 8.71
Lowest unoccupied orbital energy, eV: 0.49
2S+1: 1
Structure (SMILES): C=C[C@@H]1CN2CC[C@H]1C[C@H]2[C@@H](OC(=O)c1ccc(OC)cc1)c1ccnc2ccccc12
Relative energy (zero: lowest compared OMol25 entry of this formula, charge and spin), kcal per mole: 44.98
E_tot, eV: -37576.020
Maximum force, eV/A: 0.841

Geometry (Å):
C1 -6.0488 -3.0852 -0.1915
C2 -4.8450 -2.7476 -0.6160
C3 -3.9111 -1.8536 0.1323
H1 -4.4158 -1.5178 1.0442
C4 -2.6070 -2.5695 0.5477
C5 -1.7105 -2.7515 -0.6775
H2 -2.2524 -3.2655 -1.4713
H3 -0.8455 -3.3643 -0.4179
C6 -1.2665 -1.3434 -1.1214
N1 -2.0807 -0.3089 -0.4960
C7 -3.4826 -0.6257 -0.7142
H4 -3.6189 -0.8252 -1.7789
H5 -4.0844 0.2499 -0.4583
C8 -1.8568 -0.2458 0.9433
H6 -2.7038 0.3163 1.3555
C9 -1.8566 -1.6692 1.5378
H7 -0.8340 -2.0313 1.6590
H8 -2.3393 -1.6733 2.5162
C10 -0.6247 0.5787 1.3697
C11 -0.8214 2.0414 1.0349
C12 -1.3811 2.8418 2.0028
C13 -1.6179 4.1976 1.7366
N2 -1.3313 4.7718 0.6041
C14 -0.7790 4.0216 -0.3687
C15 -0.4719 4.6638 -1.5868
C16 0.0859 3.9659 -2.6191
C17 0.3551 2.5968 -2.4751
C18 0.0692 1.9453 -1.3079
C19 -0.5023 2.6298 -0.2158
H9 0.2788 0.8948 -1.2197
H10 0.7938 2.0537 -3.2997
H11 0.3217 4.4602 -3.5504
H12 -0.6944 5.7166 -1.6641
H13 -2.0564 4.8335 2.4955
H14 -1.6300 2.4393 2.9736
H15 -0.5690 0.5084 2.4675
O1 0.5873 0.0265 0.8606
C20 1.7147 0.5161 1.4070
O2 1.7130 1.3466 2.2841
C21 2.9349 -0.0753 0.8235
C22 4.1673 0.4254 1.2336
C23 5.3467 -0.0807 0.7260
C24 5.3110 -1.1117 -0.2112
C25 4.0734 -1.6192 -0.6223
C26 2.9027 -1.1087 -0.1136
H16 1.9568 -1.5142 -0.4360
H17 4.0669 -2.4190 -1.3460
O3 6.3990 -1.6865 -0.7765
C27 7.6795 -1.2271 -0.4104
H18 8.3823 -1.8279 -0.9852
H19 7.8678 -1.3732 0.6577
H20 7.8143 -0.1711 -0.6640
H21 6.2845 0.3312 1.0635
H22 4.1810 1.2237 1.9600
H23 -0.2303 -1.1701 -0.8422
H24 -1.3546 -1.2205 -2.2040
H25 -2.8406 -3.5348 1.0054
H26 -4.4864 -3.1204 -1.5664
H27 -6.6960 -3.7297 -0.7615
H28 -6.4401 -2.7289 0.7475

Löwdin atomic charges, in units of e: number 1, C, carries 0.02; number 2, C, carries -0.16; number 3, C, carries -0.27; number 4, H, carries 0.14; number 5, C, carries -0.26; number 6, C, carries -0.11; number 7, H, carries 0.10; number 8, H, carries 0.11; number 9, C, carries -0.16; number 10, N, carries -0.10; number 11, C, carries -0.12; number 12, H, carries 0.13; number 13, H, carries 0.13; number 14, C, carries -0.23; number 15, H, carries 0.16; number 16, C, carries -0.08; number 17, H, carries 0.12; number 18, H, carries 0.12; number 19, C, carries -0.20; number 20, C, carries -0.10; number 21, C, carries 0.00; number 22, C, carries -0.13; number 23, N, carries 0.11; number 24, C, carries -0.22; number 25, C, carries -0.02; number 26, C, carries -0.08; number 27, C, carries -0.07; number 28, C, carries -0.01; number 29, C, carries -0.07; number 30, H, carries 0.09; number 31, H, carries 0.10; number 32, H, carries 0.10; number 33, H, carries 0.11; number 34, H, carries 0.11; number 35, H, carries 0.12; number 36, H, carries 0.16; number 37, O, carries 0.00; number 38, C, carries -0.42; number 39, O, carries 0.14; number 40, C, carries -0.12; number 41, C, carries 0.00; number 42, C, carries 0.00; number 43, C, carries -0.27; number 44, C, carries 0.01; number 45, C, carries 0.00; number 46, H, carries 0.11; number 47, H, carries 0.12; number 48, O, carries -0.08; number 49, C, carries -0.08; number 50, H, carries 0.09; number 51, H, carries 0.10; number 52, H, carries 0.10; number 53, H, carries 0.10; number 54, H, carries 0.12; number 55, H, carries 0.09; number 56, H, carries 0.12; number 57, H, carries 0.15; number 58, H, carries 0.10; number 59, H, carries 0.05; number 60, H, carries 0.06

(2)
Here is an isolated molecule of C14H27NO in a non-equilibrium geometry from OMol25. Energies are from ωB97M-V with the def2-TZVPD basis set.

Summary:
Net charge: 0
Gap between HOMO and LUMO, eV: 9.69
Lowest unoccupied orbital energy, eV: 0.83
2S+1: 1
Structure (SMILES): C[C@@H]1CC(C)(C)N=C([C@H](C)CC(C)(C)C)O1
Relative energy (zero: lowest compared OMol25 entry of this formula, charge and spin), kcal per mole: 25.10
E_tot, eV: -18492.442
Maximum force, eV/A: 4.977

Geometry (Å):
N1 -0.7082 -0.9832 0.5852
O1 -0.0078 -0.7378 -1.6831
C1 -0.5288 -0.2421 -0.5332
C2 0.2659 -2.3103 -3.2576
C3 -1.3492 1.6111 -1.9056
C4 -1.8781 -2.9686 1.2242
C5 0.6354 -2.8496 1.4629
C6 -0.2713 3.3956 1.6825
C7 2.0817 3.4444 0.8945
C8 1.0248 1.3152 2.0513
C9 -0.6636 -2.9198 -0.9404
C10 0.5646 2.0594 -0.4246
C11 0.3639 -2.0797 -1.7184
C12 -0.7833 1.2672 -0.5732
C13 -0.6143 -2.4131 0.5431
C14 0.8654 2.5115 1.0666
H1 0.5777 -3.2855 -3.5567
H2 1.0325 -1.5605 -3.6565
H3 -0.7600 -1.9739 -3.6247
H4 -2.3348 1.2806 -2.1482
H5 -1.3707 2.6986 -2.0501
H6 -0.7465 1.2221 -2.7137
H7 -1.8179 -2.8299 2.3040
H8 -2.8050 -2.5337 0.8420
H9 -1.9814 -4.0404 1.1072
H10 1.6539 -2.6374 1.1424
H11 0.3821 -2.3948 2.4479
H12 0.6769 -3.9089 1.7221
H13 0.0667 3.9725 2.5250
H14 -0.6170 3.9669 0.7307
H15 -1.0210 2.8042 2.1378
H16 1.8987 4.3016 0.2744
H17 2.8054 2.9126 0.3929
H18 2.4412 3.8445 1.8090
H19 1.7876 0.6680 1.6824
H20 0.1251 0.7419 2.3129
H21 1.4170 1.6330 3.0196
H22 -0.3627 -3.9450 -0.9599
H23 -1.6672 -2.9039 -1.3076
H24 1.4193 1.5516 -0.8861
H25 0.2992 2.9703 -0.9733
H26 1.4012 -2.2371 -1.2786
H27 -1.4976 1.5823 0.2308

Löwdin atomic charges, in units of e: number 1, N, carries 0.14; number 2, O, carries -0.04; number 3, C, carries -0.23; number 4, C, carries -0.03; number 5, C, carries -0.08; number 6, C, carries -0.06; number 7, C, carries -0.02; number 8, C, carries -0.06; number 9, C, carries -0.06; number 10, C, carries -0.06; number 11, C, carries -0.08; number 12, C, carries -0.10; number 13, C, carries -0.35; number 14, C, carries -0.27; number 15, C, carries -0.55; number 16, C, carries -0.54; number 17, H, carries 0.06; number 18, H, carries 0.10; number 19, H, carries 0.11; number 20, H, carries 0.08; number 21, H, carries 0.09; number 22, H, carries 0.08; number 23, H, carries 0.07; number 24, H, carries 0.08; number 25, H, carries 0.08; number 26, H, carries 0.06; number 27, H, carries 0.08; number 28, H, carries 0.07; number 29, H, carries 0.07; number 30, H, carries 0.12; number 31, H, carries 0.05; number 32, H, carries 0.08; number 33, H, carries 0.05; number 34, H, carries 0.07; number 35, H, carries 0.06; number 36, H, carries 0.07; number 37, H, carries 0.08; number 38, H, carries 0.11; number 39, H, carries 0.12; number 40, H, carries 0.13; number 41, H, carries 0.10; number 42, H, carries 0.17; number 43, H, carries 0.15